A 2-piece molecular cluster, C7H10N2O2 overall. Source: the OMol25 dataset; level of theory: wB97M-V/def2-TZVPD.

Geometry (Å):
H 3.11704 -2.45345 -0.59841
N 2.98280 -1.45023 -0.72167
C 2.91277 -0.87507 0.39243
N 2.72368 0.49631 0.51904
C 2.60792 1.37653 -0.53844
O 2.45137 2.56564 -0.38053
H 2.97244 -1.36952 1.39819
H 2.66149 0.91927 1.43749
H 2.70721 0.88053 -1.50497
C 0.17233 -0.99803 0.62158
C -0.96460 -0.69942 0.30625
C -2.30864 -0.33668 -0.04411
C -3.07622 -1.14113 -0.77943
C -2.78817 1.01200 0.44568
O -1.96557 2.07423 0.01147
H 1.13843 -1.26862 0.89905
H -2.72008 -2.10526 -1.12522
H -4.09011 -0.84752 -1.04932
H -2.75794 1.04120 1.53439
H -3.84221 1.14603 0.13199
H -1.93392 2.03318 -0.95550

- LUMO (hartree) = 0.0211
- Kohn-Sham gap (eV) = 9.97
- spin multiplicity = 1
- SMILES string = [H]/N=C/NC=O.C#CC(=C)CO
- HOMO energy (eV) = -9.39
- strongest force on any atom (eV Å⁻¹) = 3.093
- energy above the lowest of the compared OMol25 structures with the same formula, charge and spin (eV) = 4.094

Mulliken population analysis, charges in e, atoms 1 to 2: H 0.24; N -0.64